Record 1
DFT (wB97M-V/def2-TZVPD) results for a cluster of 4 separate species, C2H13N2O3 in total in a non-equilibrium geometry.

Last column: natural (NBO) charge in e.
Geometry (Å):
C1 -2.809 0.622 0.093  0.06
C2 -1.915 0.355 -0.873  -0.24
N1 -0.541 0.922 -0.844  -0.68
N2 -4.079 0.157 0.008  -0.77
H1 -2.544 1.079 1.037  0.22
H2 -2.050 -0.225 -1.769  0.22
H3 0.078 0.581 -0.110  0.48
H4 -0.057 0.675 -1.708  0.45
H5 -0.593 1.946 -0.899  0.43
H6 -4.439 -0.057 -0.915  0.40
H7 -4.746 0.252 0.732  0.41
H8 2.069 -1.866 -0.172  0.51
H9 2.509 -0.465 -0.480  0.46
O1 1.728 -1.020 -0.523  -0.97
H10 2.297 2.659 0.276  0.49
H11 2.898 1.230 0.415  0.48
O2 2.066 1.714 0.335  -0.97
H12 4.058 -1.990 2.031  0.47
H13 3.330 -3.209 2.105  0.48
O3 3.444 -2.494 1.488  -0.95

Values from the calculation:
Maximum force, eV/A: 1.19
Charge: +1
LUMO energy, eV: -2.9
Energy relative to the best compared isomer or geometry (same formula, charge and spin), kcal per mole: 31.1
E_tot, eV: -11400.99534
HOMO energy, hartree: -0.4571
Gap between HOMO and LUMO, eV: 9.6

Record 2
DFT (wB97M-V/def2-TZVPD) results for the molecule C17H15N5O3S2 in a non-equilibrium geometry.

Last column: natural (NBO) charge in e.
Geometry (Å):
O1 0.523 4.496 0.924  -0.56
O2 -0.552 -2.518 0.718  -0.90
O3 1.297 -2.625 2.180  -0.91
N1 -1.186 0.501 -3.249  -0.37
N2 0.035 2.953 2.543  -0.51
N3 -0.818 -0.267 4.038  -0.57
S1 -0.627 1.382 4.452  0.62
C1 0.331 3.330 1.216  0.63
C2 -0.700 0.784 -2.090  0.07
C3 -0.132 1.739 2.799  0.27
C4 -0.326 -0.501 2.723  0.12
C5 0.632 2.208 0.299  -0.28
C6 0.478 0.911 0.713  0.43
C7 1.009 2.493 -1.043  -0.10
C8 0.369 1.811 -2.103  -0.09
C9 0.344 1.896 -6.333  -0.21
C10 1.257 2.824 -5.737  -0.22
C11 -0.480 1.057 -5.564  -0.21
C12 1.483 2.828 -4.355  -0.21
C13 -0.340 1.152 -4.207  0.10
C14 0.684 2.001 -3.580  -0.07
N4 0.906 -0.177 -0.006  -0.82
N5 -0.013 0.683 1.966  -0.43
C15 -0.212 -3.464 4.691  -0.63
C16 -1.685 -4.449 2.833  -0.61
C17 -1.033 -3.196 3.431  -0.43
S2 -0.145 -2.253 2.147  2.02
H1 -1.033 0.286 -1.158  0.20
H2 1.816 3.189 -1.205  0.23
H3 0.102 2.007 -7.423  0.22
H4 1.898 3.502 -6.369  0.22
H5 -1.208 0.312 -5.981  0.23
H6 2.136 3.499 -3.753  0.22
H7 1.732 0.007 -0.603  0.42
H8 0.752 -1.120 0.130  0.43
H9 -0.406 -4.441 4.948  0.22
H10 -0.510 -2.769 5.504  0.23
H11 0.901 -3.466 4.557  0.25
H12 -2.139 -4.157 1.867  0.24
H13 -0.832 -5.206 2.691  0.23
H14 -2.420 -4.709 3.567  0.23
H15 -1.888 -2.534 3.821  0.27

Values from the calculation:
Maximum force, eV/A: 5.72
LUMO energy, eV: -1.4
Energy relative to the best compared isomer or geometry (same formula, charge and spin), kcal per mole: 9.9
E_tot, eV: -53131.35897
SMILES string: CC(C)S(=O)(=O)c1nsc2nc(=O)c(/C=C3\C=Nc4ccccc43)c(N)n12
HOMO energy, hartree: -0.3031
Gap between HOMO and LUMO, eV: 6.9

Record 3
DFT (wB97M-V/def2-TZVPD) results for a structure of composition C23H19CrIN3O6.

Last column: natural (NBO) charge in e.
Geometry (Å):
Cr1 -0.371 -0.389 -0.673  1.17
O1 3.560 -1.665 -1.919  -0.69
C1 4.114 -0.436 -1.938  0.43
C2 5.488 -0.365 -2.171  -0.30
C3 6.133 0.852 -2.196  -0.17
C4 5.424 2.035 -1.988  -0.27
C5 4.067 1.971 -1.762  -0.13
C6 3.387 0.747 -1.735  -0.25
C7 1.938 0.735 -1.487  0.59
O2 1.313 -0.436 -1.512  -0.68
N1 1.294 1.841 -1.268  -0.38
N2 -0.037 1.539 -1.056  -0.27
C8 -0.904 2.447 -1.297  0.15
C9 -2.320 2.146 -1.316  -0.21
C10 -3.241 3.201 -1.287  -0.14
C11 -4.597 2.975 -1.362  -0.25
C12 -5.060 1.666 -1.491  -0.17
C13 -4.172 0.612 -1.545  -0.28
C14 -2.793 0.826 -1.463  0.44
O3 -1.980 -0.235 -1.552  -0.69
H1 2.608 -1.555 -1.728  0.51
H2 6.022 -1.293 -2.325  0.22
H3 7.200 0.885 -2.377  0.21
H4 5.930 2.990 -2.005  0.21
H5 3.489 2.871 -1.599  0.23
H6 -0.560 3.446 -1.555  0.20
H7 -2.863 4.213 -1.197  0.21
H8 -5.293 3.802 -1.325  0.22
H9 -6.123 1.472 -1.553  0.22
H10 -4.526 -0.406 -1.647  0.21
I1 -0.345 0.097 8.054  0.15
C15 -0.351 -0.024 5.968  -0.13
C16 0.851 -0.166 5.289  -0.26
C17 0.842 -0.244 3.906  -0.14
C18 -0.360 -0.181 3.213  -0.17
C19 -1.558 -0.038 3.902  -0.14
C20 -1.558 0.041 5.286  -0.26
C21 -0.367 -0.263 1.732  0.78
O4 -1.445 -0.213 1.075  -0.64
O5 0.703 -0.381 1.073  -0.63
H11 1.784 -0.214 5.833  0.23
H12 1.765 -0.353 3.351  0.24
H13 -2.483 0.012 3.345  0.24
H14 -2.487 0.152 5.827  0.23
C22 -0.824 -4.766 -0.709  -0.70
C23 -1.164 -3.321 -0.933  0.72
N3 -2.250 -3.030 -1.650  -0.79
O6 -0.422 -2.443 -0.473  -0.63
H15 -1.660 -5.428 -0.925  0.22
H16 -0.502 -4.895 0.322  0.25
H17 0.015 -5.028 -1.354  0.25
H18 -2.844 -3.755 -2.007  0.40
H19 -2.469 -2.048 -1.797  0.44

Values from the calculation:
Maximum force, eV/A: 0.18
LUMO energy (alpha / beta), eV: -0.2 / 0.0
Energy relative to the best compared isomer or geometry (same formula, charge and spin), kcal per mole: 0.0
E_tot, eV: -77439.96651
HOMO energy (alpha / beta), hartree: -0.2942 / -0.2904
Gap between HOMO and LUMO (alpha / beta), eV: 7.8 / 7.9
Spin multiplicity: 2

Record 4
DFT (wB97M-V/def2-TZVPD) results for a structure of composition C22H22MoN5OS8.

Last column: natural (NBO) charge in e.
Geometry (Å):
Mo1 -0.401 -0.891 -1.311  0.90
C1 2.230 1.001 -0.842  -0.64
C2 1.040 0.412 -0.133  0.10
N1 -0.186 0.891 -0.487  -0.31
N2 -1.078 1.448 0.396  -0.35
C3 -2.286 1.123 0.145  -0.08
S1 -2.667 -0.096 -1.050  -0.06
S2 -3.612 1.911 0.970  0.28
C4 -2.784 3.416 1.573  -0.54
C5 -2.026 3.229 2.863  -0.04
C6 -0.639 3.300 2.901  -0.19
C7 0.043 3.118 4.094  -0.19
C8 -0.653 2.864 5.267  -0.22
C9 -2.039 2.794 5.239  -0.23
C10 -2.717 2.975 4.044  -0.16
C11 1.175 -0.064 1.255  -0.11
C12 2.161 0.313 2.157  -0.19
C13 2.102 -0.111 3.477  -0.28
C14 1.041 -0.914 3.891  -0.20
C15 0.062 -1.318 3.001  -0.29
C16 0.140 -0.926 1.659  0.35
O1 -0.705 -1.356 0.745  -0.73
H1 1.998 1.189 -1.889  0.24
H2 2.484 1.962 -0.380  0.21
H3 3.095 0.342 -0.776  0.22
H4 -2.138 3.773 0.774  0.25
H5 -3.595 4.132 1.715  0.23
H6 -0.094 3.460 1.981  0.23
H7 1.125 3.156 4.104  0.21
H8 -0.118 2.710 6.195  0.20
H9 -2.591 2.589 6.148  0.20
H10 -3.799 2.901 4.020  0.20
H11 2.968 0.959 1.828  0.20
H12 2.866 0.191 4.182  0.20
H13 0.984 -1.234 4.925  0.20
H14 -0.761 -1.950 3.313  0.21
N3 -0.278 -3.199 -0.833  -0.77
C17 -0.762 -4.116 -1.868  -0.24
C18 -1.960 -3.448 -2.506  -0.23
N4 -1.494 -2.126 -2.932  -0.78
H15 0.672 -3.421 -0.556  0.41
H16 -0.850 -3.206 0.008  0.42
H17 -1.008 -5.103 -1.468  0.19
H18 0.026 -4.222 -2.614  0.24
H19 -2.758 -3.313 -1.772  0.20
H20 -2.348 -4.042 -3.338  0.20
H21 -2.241 -1.556 -3.314  0.41
H22 -0.791 -2.231 -3.667  0.43
S3 4.996 0.657 -6.376  -0.05
C19 3.898 -0.282 -5.608  -0.58
S4 2.755 -1.288 -6.415  0.49
C20 1.959 -1.975 -5.012  -0.41
C21 2.463 -1.522 -3.773  -0.35
S5 2.004 -2.026 -2.218  -0.13
S6 3.751 -0.364 -3.886  0.51
S7 0.753 -3.098 -5.282  -0.11
S8 0.510 1.720 -5.333  -0.22
C22 0.163 0.775 -4.076  0.22
N5 -0.085 0.090 -3.157  -0.62

Values from the calculation:
Maximum force, eV/A: 0.21
Charge: -1
LUMO energy (alpha / beta), eV: 2.2 / 0.3
Energy relative to the best compared isomer or geometry (same formula, charge and spin), kcal per mole: 26.1
E_tot, eV: -121211.18465
HOMO energy (alpha / beta), hartree: -0.1812 / -0.1854
Gap between HOMO and LUMO (alpha / beta), eV: 7.1 / 5.4
Spin multiplicity: 3

Record 5
DFT (wB97M-V/def2-TZVPD) results for a structure of composition C3H9NS2 in a non-equilibrium geometry.

Last column: natural (NBO) charge in e.
Geometry (Å):
S1 -4.423 0.774 1.397  -0.02
S2 2.669 -2.593 -0.494  0.28
C1 1.670 -0.717 0.014  -0.14
C2 0.691 0.366 -0.165  -0.37
N1 -0.801 0.072 -0.002  -0.57
C3 -1.771 1.163 0.056  -0.43
H1 2.986 -2.383 -1.743  0.16
H2 1.693 -1.034 1.090  0.21
H3 2.990 -0.963 -0.240  0.29
H4 0.811 0.767 -1.199  0.24
H5 0.945 1.328 0.500  0.31
H6 -0.988 -0.703 0.598  0.38
H7 -1.510 1.960 0.706  0.22
H8 -2.686 0.705 0.363  0.21
H9 -2.274 1.258 -0.882  0.24

Values from the calculation:
Maximum force, eV/A: 5.08
Charge: +1
LUMO energy (alpha / beta), eV: -6.4 / -8.1
Energy relative to the best compared isomer or geometry (same formula, charge and spin), kcal per mole: 204.3
E_tot, eV: -26400.61065
HOMO energy (alpha / beta), hartree: -0.4599 / -0.4595
Gap between HOMO and LUMO (alpha / beta), eV: 6.1 / 4.4
Spin multiplicity: 2

Record 6
DFT (wB97M-V/def2-TZVPD) results for a structure of composition C3H5GdO5 in a non-equilibrium geometry.

Last column: Löwdin spin population.
Geometry (Å):
O1 -0.748 -1.951 0.248  0.40
C1 -1.610 -1.155 0.777  -0.05
C2 -2.206 0.001 -0.498  -0.01
O2 -1.963 1.239 -0.113  -0.13
H1 3.253 0.435 -1.745  0.00
H2 -1.268 -0.446 1.555  -0.01
H3 -2.532 -1.794 0.907  0.05
H4 -3.273 -0.272 -0.541  -0.02
H5 -1.644 -0.361 -1.373  0.00
Gd1 0.010 2.201 0.186  7.71
O3 1.846 0.951 0.536  0.04
C3 3.016 0.531 0.200  0.01
O4 4.049 0.764 0.814  0.00
O5 3.071 -0.144 -0.953  0.00

Values from the calculation:
Maximum force, eV/A: 4.24
Charge: +1
LUMO energy (alpha / beta), eV: -8.1 / -7.1
Energy relative to the best compared isomer or geometry (same formula, charge and spin), kcal per mole: 71.8
E_tot, eV: -34253.39339
HOMO energy (alpha / beta), hartree: -0.4588 / -0.4613
Gap between HOMO and LUMO (alpha / beta), eV: 4.4 / 5.5
Spin multiplicity: 9